[1]
This record from the OMol25 dataset describes the ion C5H16N3 with charge +1 at a distorted geometry. The level of theory is ωB97M-V/def2-TZVPD.

Last columns: bonded neighbours and bond lengths (Å).
Geometry (Å):
1 C -0.288 -1.662 -1.130  H8 1.178, N10 1.509, H12 1.190, H22 1.126
2 C 1.696 0.479 -0.914  H4 1.191, C11 1.471, H14 1.117, H19 1.069
3 H -2.581 -1.020 0.447  C5 1.145
4 H 1.460 0.474 -2.081  C2 1.191
5 C -2.029 -0.282 -0.231  H3 1.145, N10 1.457, H16 1.085, H20 1.142
6 H -0.428 -0.954 0.811  N10 1.132
7 N 0.265 -0.589 2.029  H17 1.064, H21 1.001, C24 1.417
8 H 0.652 -2.091 -0.564  C1 1.178
9 H -0.253 2.111 -1.559  N15 1.011
10 N -0.589 -0.500 -0.214  C1 1.509, C5 1.457, H6 1.132, C11 1.510
11 C 0.430 0.614 -0.178  C2 1.471, N10 1.510, N15 1.472, C24 1.759
12 H -0.094 -1.304 -2.249  C1 1.190
13 H 1.667 0.975 1.533  C24 1.063
14 H 2.118 -0.523 -0.657  C2 1.117
15 N -0.263 1.849 -0.582  H9 1.011, C11 1.472, H23 1.065
16 H -2.412 -0.300 -1.246  C5 1.085
17 H 1.073 -1.279 2.094  N7 1.064
18 H 0.134 1.541 2.051  C24 1.098
19 H 2.308 1.293 -0.587  C2 1.069
20 H -2.256 0.826 -0.069  C5 1.142
21 H -0.071 -0.733 2.961  N7 1.001
22 H -1.204 -2.304 -1.248  C1 1.126
23 H 0.023 2.681 0.017  N15 1.065
24 C 0.641 0.697 1.565  N7 1.417, C11 1.759, H13 1.063, H18 1.098

HOMO-LUMO gap ... 10.8 eV
Energy ... -364.05747 Ha
Relative energy (zero: lowest compared OMol25 entry of this formula, charge and spin) ... 73.97 kcal per mole
E_HOMO ... -0.4974 Ha
Net charge ... +1
Multiplicity ... 1
SMILES ... C[NH+](C)[C@@](C)(N)CN
Lowest unoccupied orbital energy ... -2.75 eV

In elementary charge units, the Mulliken charges are: -0.820 -1.391 0.311 0.333 -0.986 0.523 -0.521 0.345 0.216 0.094 0.541 0.259 0.347 0.325 -0.588 0.434 0.310 0.395 0.413 0.337 0.238 0.381 0.252 -0.749


[2]
This record from the OMol25 dataset describes a cluster of 2 separate species, C5H16N3 in total at a distorted geometry. The level of theory is ωB97M-V/def2-TZVPD.

Last columns: bonded neighbours and bond lengths (Å).
Geometry (Å):
1 H 2.137 -1.884 1.305  C11 1.098
2 H 0.411 -1.919 -2.112  N7 1.008
3 H 1.259 1.656 2.920  C18 1.086
4 H 2.921 -0.700 2.306  C11 1.091
5 C -0.342 -0.068 -1.867  N7 1.326, N14 1.326, N20 1.331
6 H 0.810 1.609 -1.983  N14 1.008
7 N 0.641 -0.956 -1.920  H2 1.008, C5 1.326, H15 1.009
8 H -3.471 0.126 -2.249  C23 1.087
9 H 1.698 0.550 0.712  C21 1.092
10 H -2.567 1.313 -1.224  C23 1.084
11 C 1.938 -1.093 2.041  H1 1.098, H4 1.091, H12 1.084, C21 1.529
12 H 1.463 -1.603 2.872  C11 1.084
13 H -0.877 1.866 -2.203  N14 1.003
14 N -0.126 1.233 -2.004  C5 1.326, H6 1.008, H13 1.003
15 H 1.612 -0.725 -2.073  N7 1.009
16 H 0.215 -0.360 0.888  C21 1.095
17 H -0.302 1.549 2.289  C18 1.096
18 C 0.550 0.917 2.561  H3 1.086, H17 1.096, H19 1.089, C21 1.530
19 H 0.294 0.304 3.424  C18 1.089
20 N -1.560 -0.521 -1.580  C5 1.331, C23 1.462, H24 1.009
21 C 1.080 0.020 1.440  H9 1.092, C11 1.529, H16 1.095, C18 1.530
22 H -3.270 -0.068 -0.507  C23 1.091
23 C -2.779 0.269 -1.422  H8 1.087, H10 1.084, N20 1.462, H22 1.091
24 H -1.736 -1.514 -1.617  N20 1.009

HOMO-LUMO gap ... 11.2 eV
Energy ... -364.15754 Ha
Relative energy (zero: lowest compared OMol25 entry of this formula, charge and spin) ... 11.18 kcal per mole
E_HOMO ... -0.5264 Ha
Net charge ... +1
Multiplicity ... 1
Lowest unoccupied orbital energy ... -3.08 eV

In elementary charge units, the Mulliken charges are: 0.320 0.209 0.335 0.324 0.872 0.224 -0.346 0.310 0.142 0.364 -1.302 0.371 0.186 -0.377 0.210 -0.076 0.335 -1.284 0.323 -0.256 0.519 0.314 -0.936 0.220


[3]
This record from the OMol25 dataset describes a cluster of 2 separate species, C5H16N3 in total at a distorted geometry. The level of theory is ωB97M-V/def2-TZVPD.

Last columns: bonded neighbours and bond lengths (Å).
Geometry (Å):
1 H 0.507 1.534 1.606  N18 1.036
2 H -0.657 -3.227 0.626  C20 1.115
3 H -2.990 2.111 -1.256  N14 1.006
4 H 3.444 -0.092 -0.377  N10 1.005
5 H 1.054 -3.808 0.726  C20 1.102
6 H -0.676 1.023 -1.065  C22 1.084
7 C 2.021 -1.531 -0.097  N10 1.440, C12 1.349, H19 1.102
8 H -1.744 2.589 1.331  C17 1.104
9 H 0.099 -4.046 -0.800  C20 1.137
10 N 2.455 -0.217 -0.498  H4 1.005, C7 1.440, H21 1.038
11 H -0.032 2.555 -0.469  C22 1.086
12 C 0.803 -2.013 -0.420  C7 1.349, C20 1.501, H23 1.090
13 H -0.156 0.041 1.117  N18 1.058
14 N -2.699 2.741 -0.527  H3 1.006, H15 1.033, C17 1.472
15 H -3.553 3.100 -0.068  N14 1.033
16 H -2.399 1.017 0.742  C17 1.099
17 C -1.916 1.958 0.442  H8 1.104, N14 1.472, H16 1.099, C22 1.524
18 N 0.331 0.922 0.789  H1 1.036, H13 1.058, C22 1.511, H24 1.056
19 H 2.708 -2.091 0.557  C7 1.102
20 C 0.302 -3.341 0.069  H2 1.115, H5 1.102, H9 1.137, C12 1.501
21 H 2.270 -0.054 -1.506  N10 1.038
22 C -0.563 1.650 -0.188  H6 1.084, H11 1.086, C17 1.524, N18 1.511
23 H 0.154 -1.434 -1.078  C12 1.090
24 H 1.236 0.611 0.343  N18 1.056

HOMO-LUMO gap (spin up / spin down) ... 7.8 / 3.6 eV
Energy ... -363.65975 Ha
Relative energy (zero: lowest compared OMol25 entry of this formula, charge and spin) ... 26.28 kcal per mole
E_HOMO (spin up / spin down) ... -0.5898 / -0.5898 Ha
Net charge ... +2
Multiplicity ... 2
Lowest unoccupied orbital energy (spin up / spin down) ... -8.25 / -12.45 eV

In elementary charge units, the Mulliken charges are: 0.423 0.335 0.229 0.286 0.387 0.339 -0.086 0.392 0.359 -0.513 0.369 0.063 0.403 -0.584 0.275 0.355 -0.504 -0.198 0.326 -1.075 0.362 -0.609 0.399 0.268


[4]
This record from the OMol25 dataset describes a cluster of 2 separate species, C5H16N3S in total at a distorted geometry. The level of theory is ωB97M-V/def2-TZVPD.

Last columns: bonded neighbours and bond lengths (Å).
Geometry (Å):
1 H 2.321 0.027 1.752  N5 1.024
2 H 0.649 1.438 -2.467  C17 1.144
3 H -0.553 -1.605 -3.019  C14 1.074
4 C 0.823 1.263 1.253  N5 1.348, N15 1.378, N19 1.395
5 N 1.305 0.063 1.633  H1 1.024, C4 1.348, C21 1.478
6 H 2.759 1.882 0.689  N19 1.080
7 H -1.194 1.115 1.863  N15 0.989
8 H -0.737 2.599 1.099  N15 1.058
9 H 0.348 -1.813 1.498  C21 1.120
10 H -2.961 -1.180 -1.268  C11 1.108
11 C -2.373 -1.276 -0.334  H10 1.108, H12 1.163, H20 1.097, S23 1.831
12 H -2.693 -2.279 0.159  C11 1.163
13 H 1.409 2.930 0.237  N19 1.019
14 C -0.517 -0.656 -2.518  H3 1.074, H16 1.141, C17 1.513, S23 1.967
15 N -0.514 1.589 1.323  C4 1.378, H7 0.989, H8 1.058
16 H -1.527 -0.183 -2.760  C14 1.141
17 C 0.493 0.397 -2.916  H2 1.144, C14 1.513, H18 1.135, H25 1.078
18 H 1.524 -0.052 -2.764  C17 1.135
19 N 1.759 2.234 0.894  C4 1.395, H6 1.080, H13 1.019
20 H -2.734 -0.506 0.358  C11 1.097
21 C 0.518 -1.016 2.266  N5 1.478, H9 1.120, H22 1.133, H24 1.088
22 H 1.059 -1.383 3.192  C21 1.133
23 S -0.569 -1.269 -0.649  C11 1.831, C14 1.967
24 H -0.531 -0.740 2.340  C21 1.088
25 H 0.468 0.577 -3.978  C17 1.078

HOMO-LUMO gap ... 8.8 eV
Energy ... -762.29725 Ha
Relative energy (zero: lowest compared OMol25 entry of this formula, charge and spin) ... 47.99 kcal per mole
E_HOMO ... -0.4333 Ha
Net charge ... +1
Multiplicity ... 1
Lowest unoccupied orbital energy ... -2.96 eV

In elementary charge units, the Mulliken charges are: 0.226 0.197 0.430 0.735 -0.128 0.262 0.195 0.223 0.284 0.359 -0.838 0.292 0.262 -0.489 -0.306 0.291 -1.032 0.276 -0.523 0.221 -0.881 0.312 -0.068 0.317 0.383


[5]
This record from the OMol25 dataset describes a cluster of 2 separate species, C5H16N4 in total at a distorted geometry. The level of theory is ωB97M-V/def2-TZVPD.

Last columns: bonded neighbours and bond lengths (Å).
Geometry (Å):
1 N 2.193 1.549 0.897  H13 1.013, C21 1.464, H23 1.013
2 H 0.099 0.321 -2.310  C25 1.091
3 N -0.577 -0.852 0.022  C15 1.463, C18 1.447
4 H -1.411 1.632 -0.670  C9 1.090
5 H 0.889 0.277 1.907  C21 1.092
6 H 1.979 -0.574 0.809  C21 1.098
7 H 0.282 -2.197 -1.393  C18 1.100
8 H -2.125 -1.074 1.337  N12 1.046
9 C -0.620 1.584 0.078  H4 1.090, H11 1.092, C15 1.532, H16 1.088
10 H 1.625 -0.354 -1.714  C25 1.092
11 H -1.083 1.545 1.066  C9 1.092
12 N -2.926 -0.676 0.796  H8 1.046, H17 1.016, N19 1.316
13 H 2.729 1.640 1.751  N1 1.013
14 H 1.001 -2.281 0.220  C18 1.099
15 C 0.249 0.343 -0.148  N3 1.463, C9 1.532, C21 1.558, C25 1.543
16 H -0.019 2.488 0.008  C9 1.088
17 H -3.223 0.230 1.146  N12 1.016
18 C 0.059 -2.106 -0.320  N3 1.447, H7 1.100, H14 1.099, H20 1.094
19 N -2.630 -0.648 -0.486  N12 1.316, H24 1.018
20 H -0.602 -2.933 -0.043  C18 1.094
21 C 1.374 0.336 0.930  N1 1.464, H5 1.092, H6 1.098, C15 1.558
22 H 1.363 1.393 -1.698  C25 1.090
23 H 2.852 1.520 0.127  N1 1.013
24 H -2.359 -1.590 -0.758  N19 1.018
25 C 0.879 0.427 -1.554  H2 1.091, H10 1.092, C15 1.543, H22 1.090

HOMO-LUMO gap (spin up / spin down) ... 8.1 / 9.1 eV
Energy ... -418.97602 Ha
Relative energy (zero: lowest compared OMol25 entry of this formula, charge and spin) ... 106.49 kcal per mole
E_HOMO (spin up / spin down) ... -0.2845 / -0.3072 Ha
Multiplicity ... 1
Lowest unoccupied orbital energy (spin up / spin down) ... 0.34 / 0.72 eV

In elementary charge units, the Mulliken charges are: -0.549 0.438 -0.078 0.449 0.464 0.388 0.350 0.338 -1.819 0.406 0.284 -0.307 0.234 0.297 1.440 0.493 0.298 -1.220 -0.346 0.410 -0.978 0.518 0.203 0.314 -2.028


[6]
This record from the OMol25 dataset describes a cluster of 3 separate species, C5H16NO in total at a distorted geometry. The level of theory is ωB97M-V/def2-TZVPD.

Last columns: bonded neighbours and bond lengths (Å).
Geometry (Å):
1 H 0.344 -1.320 2.839  O23 0.971
2 H 0.073 2.124 1.142  C19 1.099
3 H 0.585 1.771 -2.445  C12 1.095
4 N 1.048 -2.992 -0.206  H6 1.018, H10 1.014, H14 1.013
5 H -2.333 1.819 0.322  C8 1.078
6 H 1.147 -2.386 0.606  N4 1.018
7 H 2.304 1.743 -1.869  C12 1.091
8 C -1.552 1.171 -0.041  H5 1.078, H15 1.133, C17 1.606, C19 1.472
9 H 1.722 0.486 0.142  C18 1.113
10 H 1.987 -3.190 -0.534  N4 1.014
11 H 1.189 2.937 -1.216  C12 1.099
12 C 1.261 1.907 -1.594  H3 1.095, H7 1.091, H11 1.099, C18 1.555
13 H 0.506 0.017 -1.026  C18 1.091
14 H 0.653 -3.871 0.105  N4 1.013
15 H -1.633 1.243 -1.169  C8 1.133
16 H -1.598 -1.076 -0.249  C17 1.095
17 C -2.145 -0.287 0.278  C8 1.606, H16 1.095, H20 1.078, H21 1.081
18 C 0.892 0.882 -0.485  H9 1.113, C12 1.555, H13 1.091, C19 1.456
19 C -0.161 1.337 0.412  H2 1.099, C8 1.472, C18 1.456
20 H -3.206 -0.413 0.137  C17 1.078
21 H -1.784 -0.547 1.263  C17 1.081
22 H 0.478 -0.232 1.691  O23 0.950
23 O 0.224 -1.124 1.896  H1 0.971, H22 0.950

HOMO-LUMO gap ... 5.7 eV
Energy ... -329.73456 Ha
Relative energy (zero: lowest compared OMol25 entry of this formula, charge and spin) ... 91.80 kcal per mole
E_HOMO ... -0.4722 Ha
Net charge ... +1
Multiplicity ... 1
Lowest unoccupied orbital energy ... -7.13 eV

In elementary charge units, the Mulliken charges are: 0.287 0.420 0.361 -0.639 0.411 0.201 0.359 -0.369 0.496 0.250 0.351 -1.190 0.290 0.236 0.283 0.353 -1.145 -0.239 -0.179 0.373 0.420 0.253 -0.584


> Among the records above, which one has the lowest energy?

C5H16N3S


> Look up the multiplicity of the fourth one.

1


Please write out number 3 again, unchanged.
This record from the OMol25 dataset describes a cluster of 2 separate species, C5H16N3 in total at a distorted geometry. The level of theory is ωB97M-V/def2-TZVPD.

Last columns: bonded neighbours and bond lengths (Å).
Geometry (Å):
1 H 0.507 1.534 1.606  N18 1.036
2 H -0.657 -3.227 0.626  C20 1.115
3 H -2.990 2.111 -1.256  N14 1.006
4 H 3.444 -0.092 -0.377  N10 1.005
5 H 1.054 -3.808 0.726  C20 1.102
6 H -0.676 1.023 -1.065  C22 1.084
7 C 2.021 -1.531 -0.097  N10 1.440, C12 1.349, H19 1.102
8 H -1.744 2.589 1.331  C17 1.104
9 H 0.099 -4.046 -0.800  C20 1.137
10 N 2.455 -0.217 -0.498  H4 1.005, C7 1.440, H21 1.038
11 H -0.032 2.555 -0.469  C22 1.086
12 C 0.803 -2.013 -0.420  C7 1.349, C20 1.501, H23 1.090
13 H -0.156 0.041 1.117  N18 1.058
14 N -2.699 2.741 -0.527  H3 1.006, H15 1.033, C17 1.472
15 H -3.553 3.100 -0.068  N14 1.033
16 H -2.399 1.017 0.742  C17 1.099
17 C -1.916 1.958 0.442  H8 1.104, N14 1.472, H16 1.099, C22 1.524
18 N 0.331 0.922 0.789  H1 1.036, H13 1.058, C22 1.511, H24 1.056
19 H 2.708 -2.091 0.557  C7 1.102
20 C 0.302 -3.341 0.069  H2 1.115, H5 1.102, H9 1.137, C12 1.501
21 H 2.270 -0.054 -1.506  N10 1.038
22 C -0.563 1.650 -0.188  H6 1.084, H11 1.086, C17 1.524, N18 1.511
23 H 0.154 -1.434 -1.078  C12 1.090
24 H 1.236 0.611 0.343  N18 1.056

HOMO-LUMO gap (spin up / spin down) ... 7.8 / 3.6 eV
Energy ... -363.65975 Ha
Relative energy (zero: lowest compared OMol25 entry of this formula, charge and spin) ... 26.28 kcal per mole
E_HOMO (spin up / spin down) ... -0.5898 / -0.5898 Ha
Net charge ... +2
Multiplicity ... 2
Lowest unoccupied orbital energy (spin up / spin down) ... -8.25 / -12.45 eV

In elementary charge units, the Mulliken charges are: 0.423 0.335 0.229 0.286 0.387 0.339 -0.086 0.392 0.359 -0.513 0.369 0.063 0.403 -0.584 0.275 0.355 -0.504 -0.198 0.326 -1.075 0.362 -0.609 0.399 0.268


> Among the records above, which one has the highest multiplicity?

number 3